# 1
37
Properties=species:S:1:pos:R:3:forces:R:3:mulliken_charge:R:1 method="wB97M-V/def2-TZVPD" lumo_ev=-4.841 gap_ev=7.32 homo_ha=-0.4468 multiplicity=1 charge=+1 total_energy_ha=-886.86995
C -0.277831 3.088888 1.393258 0.1 -0.1 -0.1 -0.44
C -0.516131 2.696191 0.120114 0.4 0.5 0.1 -0.22
P 0.024029 1.161136 -0.562579 1.2 0.4 -0.7 0.21
C 1.745883 0.693888 -0.292698 0.0 0.0 0.5 -0.46
C 2.652737 1.931613 -0.322605 -0.2 0.0 -0.4 -0.64
O 3.902638 1.507181 -0.759028 0.2 -0.2 0.2 -0.37
C 4.819034 2.588352 -0.982510 -0.2 0.5 0.1 -0.40
C 4.858469 2.998299 -2.443982 -0.2 -0.1 0.1 -0.97
H 0.726027 3.129597 1.812023 -0.2 -1.5 0.5 0.23
H -1.079970 3.413625 2.050786 0.2 1.4 -0.5 0.29
H -1.078564 3.339190 -0.556458 -1.4 -0.8 0.4 0.37
H -0.138772 1.250585 -1.946664 -0.2 -0.1 0.0 0.18
H -0.841600 0.150555 -0.136265 -0.1 0.0 0.0 0.10
H 2.043177 -0.003327 -1.077906 -0.1 0.0 -0.1 0.41
H 1.833856 0.167851 0.658790 0.0 0.0 0.0 0.44
H 2.243569 2.695537 -1.003573 0.0 0.0 0.0 0.38
H 2.685411 2.380717 0.677877 0.1 0.0 0.0 0.32
H 5.793201 2.294093 -0.598203 0.0 -0.2 -0.1 0.36
H 4.499628 3.447506 -0.382212 0.0 0.0 0.1 0.31
H 3.846359 2.983981 -2.854917 0.0 0.0 0.0 0.27
H 5.223993 4.020108 -2.535850 0.2 -0.1 -0.1 0.34
H 5.468743 2.323154 -3.039314 0.0 0.0 0.0 0.29
C -4.853026 -4.035951 0.440022 0.0 0.1 0.1 -1.02
C -3.654980 -3.535202 -0.343877 0.0 -0.1 0.0 -0.33
O -3.199939 -2.245702 0.054020 0.1 0.2 -0.1 -0.39
C -2.784144 -2.120647 1.399955 0.1 0.0 0.1 -0.39
C -1.623869 -3.025083 1.781430 0.0 0.0 -0.1 -1.05
H -5.684728 -3.335385 0.358824 0.0 0.0 0.0 0.29
H -5.171748 -5.001989 0.049049 0.0 0.0 0.0 0.39
H -4.627673 -4.166843 1.499161 0.0 -0.1 0.0 0.27
H -3.920739 -3.426556 -1.394795 0.0 0.1 0.0 0.31
H -2.835032 -4.259765 -0.299110 0.0 0.0 0.0 0.31
H -3.620462 -2.268477 2.090639 0.0 0.0 0.0 0.34
H -2.483622 -1.073373 1.501538 0.0 0.0 0.0 0.33
H -1.886919 -4.079618 1.707454 0.0 0.0 0.1 0.30
H -1.320904 -2.830880 2.810942 0.0 0.0 0.0 0.40
H -0.766102 -2.853245 1.126666 0.0 0.0 0.0 0.28

=====

# 2
15
Properties=species:S:1:pos:R:3:forces:R:3:mulliken_charge:R:1 method="wB97M-V/def2-TZVPD" lumo_ev=0.810 gap_ev=9.72 homo_ha=-0.3274 multiplicity=1 de_lowest_kcal_mol=69.6 total_energy_ha=-341.89278
C 0.693021 -0.851129 0.089090 -0.4 0.2 -0.2 -0.88
C -2.091876 -0.782381 -0.135480 -0.1 -0.1 0.0 -1.19
C 1.451372 0.280321 0.424256 -0.4 0.7 -0.1 0.49
C -0.975239 0.155586 -0.402019 0.8 -0.1 0.2 0.80
O 1.522206 0.597191 1.735277 0.0 -0.1 -0.1 -0.49
N 1.706031 1.272420 -0.431114 0.4 -0.4 0.2 -0.90
N -0.823916 1.277257 -0.810592 0.6 0.1 0.0 -0.72
H 1.938737 1.470091 1.788657 -0.1 0.0 -0.1 0.37
H 1.918793 0.904603 -1.354918 -0.1 -0.1 0.0 0.30
H 0.429255 1.580974 -0.701565 -0.9 -0.3 0.0 0.49
H 0.868886 -1.278308 -0.890989 0.0 0.0 0.0 0.39
H 0.467989 -1.561195 0.876547 0.0 0.0 0.0 0.39
H -2.146188 -0.998462 0.932297 0.0 0.0 0.0 0.30
H -1.926752 -1.727049 -0.655010 0.0 0.0 0.0 0.31
H -3.032320 -0.339921 -0.464437 0.1 0.0 0.0 0.35

=====

# 3
28
Properties=species:S:1:pos:R:3:forces:R:3:mulliken_spin:R:1 method="wB97M-V/def2-TZVPD" lumo_ev="-6.396 / -6.443" gap_ev="5.49 / 5.63" homo_ha="-0.4367 / -0.4436" multiplicity=2 charge=+1 de_lowest_kcal_mol=3.1 total_energy_ha=-3797.99925
Mn -0.779325 -0.152569 3.281667 0.0 0.0 0.0 1.02
S -1.972455 1.090829 4.551407 0.0 -0.1 0.2 -0.03
S -2.036071 0.450225 6.422734 0.1 0.0 -0.2 0.09
S -0.929993 -1.214250 6.568612 0.0 0.0 0.0 0.07
S -0.171548 -1.628170 4.781488 -0.1 0.2 -0.1 -0.05
C 0.800459 0.192085 -3.462995 0.0 0.0 0.0 0.00
Si -0.043261 0.839250 -1.930787 0.0 0.0 0.0 0.00
C 0.615560 2.521601 -1.466386 0.0 0.0 0.0 0.00
C -1.896885 0.842720 -2.140738 0.0 0.0 0.0 0.00
C 0.386002 -0.372152 -0.514205 0.0 0.0 0.0 0.00
C 1.192915 -1.497932 -0.717306 0.0 0.0 0.0 0.00
C 1.507914 -2.380808 0.308278 0.0 0.0 0.0 0.00
C 1.004128 -2.132672 1.567865 -0.1 0.1 0.0 0.00
N 0.232386 -1.066851 1.788849 0.0 -0.1 0.0 0.03
C -0.063409 -0.221842 0.786492 0.0 -0.1 0.1 -0.03
S -1.101734 1.059587 1.468002 0.0 -0.1 0.1 -0.09
H 0.581858 0.856234 -4.301873 0.0 0.0 0.0 0.00
H 0.448407 -0.803364 -3.741514 0.0 0.0 0.0 0.00
H 1.886590 0.157630 -3.355461 0.0 0.0 0.0 0.00
H 0.412517 3.233500 -2.269480 0.0 0.0 0.0 0.00
H 1.696411 2.492738 -1.315134 0.0 0.0 0.0 0.00
H 0.155190 2.910569 -0.557210 0.0 0.0 0.0 0.00
H -2.175149 1.504367 -2.964012 0.0 0.0 0.0 0.00
H -2.414639 1.193330 -1.246957 0.0 0.0 0.0 0.00
H -2.267608 -0.156128 -2.379095 0.0 0.0 0.0 0.00
H 1.588405 -1.692298 -1.707045 0.0 0.0 0.0 0.00
H 2.132035 -3.245072 0.135210 0.0 0.0 0.0 0.00
H 1.211300 -2.780556 2.409598 0.0 0.0 0.0 0.00

=====

# 4
140
Properties=species:S:1:pos:R:3:forces:R:3:mulliken_charge:R:1 method="wB97M-V/def2-TZVPD" lumo_ev=-2.839 gap_ev=8.28 homo_ha=-0.4088 multiplicity=1 charge=+1 total_energy_ha=-21821.80468
C -1.443424 6.545249 0.285002 -0.2 -0.1 0.1 -1.32
C -1.274029 5.046829 0.538008 -0.1 0.3 0.0 -0.42
C 0.029608 4.391658 0.042929 -0.5 -0.5 0.1 0.04
Cl 1.299017 5.534227 -0.452328 0.2 0.1 0.1 -0.19
N -0.258611 3.495368 -1.077303 0.0 0.2 -0.1 0.36
C 0.538813 2.517645 -1.453413 0.5 -0.1 -0.1 0.30
N 1.700701 2.344674 -0.727132 0.1 -0.4 -0.9 0.04
C 2.331883 1.015716 -0.740532 0.1 0.3 -0.2 -2.03
I 1.721223 -0.007353 1.045733 -0.1 -0.1 0.1 0.17
C 2.094593 0.250810 -2.038698 -0.1 0.0 -0.3 0.40
C 2.675036 -1.165325 -2.066493 -0.1 -0.1 0.4 -0.08
C 4.118648 -1.283083 -1.578751 0.0 0.0 0.1 -1.02
C 5.115982 -0.524931 -2.428344 0.3 -0.7 1.1 0.48
N 6.484055 -0.552876 -2.039866 0.1 0.0 0.3 -0.52
O 4.784067 0.056462 -3.405130 -0.5 0.8 -1.6 -0.45
C 0.608268 0.287173 -2.418918 0.6 0.1 -0.2 0.80
C 0.294865 -0.384127 -3.765527 -0.1 -0.1 0.2 -1.89
C -0.335590 -1.792880 -3.712783 -0.2 0.2 -0.3 -0.53
C -1.725796 -1.840379 -3.025173 0.1 -0.2 -0.1 -0.31
C -1.927453 -2.846563 -1.875992 0.1 0.2 0.0 -1.26
C -0.805118 -2.981668 -0.849930 -0.4 -0.3 0.2 1.51
C -1.169838 -4.040848 0.201936 0.3 0.2 -0.1 -0.96
C -0.133559 -4.182350 1.337940 -0.1 -0.1 0.0 -0.49
C -0.722331 -3.888695 2.719236 -0.2 0.2 -0.1 -1.11
C -1.165360 -2.414692 2.900181 0.1 -0.1 0.0 0.23
C -0.471649 -1.690245 4.071569 -0.4 0.1 0.0 -0.06
O -1.408466 -1.228960 5.039791 0.0 0.0 0.0 -0.51
C -1.574533 0.169868 5.051594 0.0 0.0 0.0 -0.47
N 0.246538 1.750422 -2.528111 -1.0 -0.5 1.5 -0.14
H -1.336670 6.804782 -0.769483 0.1 0.0 0.1 0.33
H -2.450791 6.830532 0.599451 0.1 0.0 -0.1 0.41
H -0.745245 7.131575 0.883787 0.0 0.0 -0.2 0.37
H -1.342043 4.860839 1.612279 0.0 0.0 -0.1 0.31
H -2.120820 4.522152 0.084234 0.1 -0.1 0.1 0.30
H 0.434749 3.759785 0.832647 0.2 0.2 -0.1 0.42
H -1.096586 3.682340 -1.617153 0.2 0.1 0.1 -0.25
H 2.372549 3.067155 -0.978588 -0.2 0.3 0.5 0.45
H 3.397890 1.190274 -0.605734 -0.1 -0.1 0.1 1.00
H 2.611730 0.836252 -2.812509 0.0 -0.1 0.1 0.25
H 2.625079 -1.551670 -3.085402 0.0 0.1 0.0 0.63
H 2.051093 -1.812800 -1.439857 0.0 0.0 -0.1 -0.48
H 4.241916 -0.975385 -0.533550 -0.1 -0.1 0.0 0.36
H 4.428538 -2.334196 -1.606073 0.0 0.1 0.1 0.53
H 6.873471 -1.473970 -2.239731 0.1 0.2 -0.1 0.16
H 6.570633 -0.402735 -1.038148 0.0 -0.2 0.0 0.30
H 0.014334 -0.133546 -1.599418 -0.1 -0.1 -0.1 -0.03
H -0.414887 0.251973 -4.306181 0.1 0.0 0.0 0.67
H 1.219006 -0.392705 -4.352570 -0.2 0.0 -0.1 0.42
H -0.486209 -2.065204 -4.763082 0.2 -0.1 0.1 0.58
H 0.358439 -2.536102 -3.315001 0.0 0.1 0.2 0.22
H -2.456714 -2.104839 -3.795235 0.0 0.2 0.1 0.32
H -2.011859 -0.835597 -2.692281 0.1 0.0 0.1 0.24
H -2.816366 -2.525449 -1.319411 -0.1 -0.2 -0.2 0.32
H -2.152410 -3.837591 -2.286108 0.1 0.1 0.0 0.33
H 0.134391 -3.291371 -1.316280 0.0 0.2 0.0 -0.20
H -0.665674 -2.022041 -0.340986 0.2 0.1 0.0 -0.45
H -2.149679 -3.788770 0.623633 0.0 -0.1 -0.1 0.53
H -1.251544 -5.001020 -0.318183 -0.2 0.1 0.1 0.27
H 0.717000 -3.513288 1.155213 0.0 0.0 0.0 0.24
H 0.252516 -5.206187 1.331363 0.1 0.1 0.0 0.22
H 0.002743 -4.139021 3.499389 0.0 -0.1 -0.1 0.52
H -1.587553 -4.542550 2.865817 0.1 0.0 0.1 0.34
H -0.972012 -1.866530 1.971593 -0.1 0.0 0.0 -0.21
H -2.242553 -2.360548 3.076797 0.1 0.0 0.0 0.32
H 0.102796 -0.823027 3.718051 0.1 -0.2 0.0 0.17
H 0.203142 -2.376292 4.584524 0.0 0.1 0.0 -0.07
H -0.654300 0.676155 5.375297 -0.1 0.0 -0.1 0.22
H -1.871151 0.557743 4.066474 0.0 0.0 0.0 0.29
H -2.365349 0.404564 5.763656 0.1 -0.1 0.0 0.12
H -0.752214 1.814420 -2.727698 0.2 0.1 -0.4 0.11
C 8.007724 -1.386093 -5.217168 -0.1 0.1 0.0 0.29
Cl 9.501300 -0.724265 -5.866339 0.0 0.0 0.0 -0.13
Cl 7.049740 -2.166692 -6.469815 0.0 0.0 0.0 -0.04
Cl 8.353459 -2.523090 -3.899276 0.1 -0.2 -0.1 -0.18
H 7.426592 -0.572661 -4.798189 0.0 0.0 0.0 0.08
C -3.312829 3.419757 6.667949 0.0 0.0 0.0 -0.11
Cl -1.756820 3.973943 6.038487 0.0 0.0 0.0 -0.11
Cl -4.277917 2.660111 5.397397 0.0 0.1 0.0 -0.04
Cl -3.080488 2.320795 8.021693 0.0 0.0 0.0 -0.10
H -3.853535 4.285946 7.025228 0.0 0.0 0.0 0.37
C 5.342525 -4.110835 -9.924408 0.0 0.0 0.0 0.03
Cl 5.369620 -5.863476 -9.751864 0.0 0.0 0.0 -0.11
Cl 4.602866 -3.352242 -8.508551 -0.1 0.0 0.0 -0.11
Cl 6.961623 -3.473995 -10.195107 0.0 0.0 0.0 -0.11
H 4.735134 -3.866796 -10.785612 0.0 0.0 0.0 0.30
C 3.385345 -1.716934 6.067729 0.0 0.0 0.0 0.22
Cl 2.102734 -0.564216 6.432894 0.0 0.0 0.0 -0.10
Cl 2.840123 -2.887741 4.856404 0.1 -0.1 0.0 -0.06
Cl 4.846518 -0.904283 5.527066 0.0 0.1 -0.1 -0.09
H 3.616856 -2.265104 6.972743 0.0 0.0 0.0 0.05
C 3.861985 -6.183179 6.579405 0.0 0.0 0.0 0.21
Cl 3.634294 -7.852919 7.081632 0.0 0.0 0.0 -0.12
Cl 3.324313 -5.074063 7.851887 0.0 0.0 0.0 -0.13
Cl 5.540054 -5.869632 6.144684 -0.1 -0.2 -0.1 -0.10
H 3.250014 -6.003647 5.705248 0.0 0.0 0.0 0.14
C 8.069802 -2.810376 7.557916 0.0 0.0 0.1 -0.06
Cl 8.291232 -1.225305 6.810748 0.0 0.0 0.0 -0.11
Cl 9.006118 -2.927457 9.047276 0.0 0.0 0.0 -0.11
Cl 6.366233 -3.134075 7.868463 0.1 0.1 0.2 -0.03
H 8.437152 -3.558200 6.867150 0.0 0.0 0.0 0.32
C -4.473387 5.402201 -2.916695 -0.1 0.1 0.1 0.15
Cl -3.026785 4.373412 -2.692377 0.0 0.1 -0.2 -0.25
Cl -5.469492 4.776713 -4.210188 0.0 -0.1 0.0 -0.10
Cl -5.360338 5.527044 -1.408434 0.0 0.0 0.0 -0.11
H -4.122025 6.386598 -3.197820 0.0 0.0 0.0 0.17
C 0.322250 -7.442786 -2.112558 0.0 0.0 0.1 -0.15
Cl 0.484682 -5.764851 -2.649543 0.0 0.0 -0.1 -0.03
Cl 1.047211 -7.656823 -0.520767 0.0 0.0 0.0 -0.11
Cl -1.369240 -7.927760 -2.108697 0.0 0.0 0.0 -0.12
H 0.856177 -8.069670 -2.814242 0.0 0.0 0.0 0.41
C -7.789091 0.570804 4.682530 0.1 0.0 0.0 0.04
Cl -6.599865 -0.681994 5.048488 0.0 0.0 0.0 -0.09
Cl -7.110362 1.757438 3.564021 0.0 0.0 0.0 -0.13
Cl -9.263541 -0.135901 4.032575 0.0 0.0 0.0 -0.13
H -8.032404 1.080793 5.605273 0.0 0.0 0.0 0.31
C 8.261361 0.828397 9.943334 0.0 0.0 0.0 0.73
Cl 9.492335 1.956458 9.375389 0.0 0.0 0.0 -0.13
Cl 8.470618 0.475265 11.656762 0.0 0.0 0.0 -0.13
Cl 6.641778 1.452693 9.620405 0.0 0.0 0.0 -0.13
H 8.377065 -0.096396 9.395321 0.0 0.0 0.0 -0.36
C -4.749591 0.523381 -5.117971 0.0 -0.1 0.0 -0.12
Cl -5.527392 -0.459223 -3.883581 0.0 0.0 0.0 -0.10
Cl -3.371266 1.407605 -4.432717 0.0 0.1 0.0 -0.06
Cl -4.237531 -0.450413 -6.488380 0.0 0.0 0.0 -0.11
H -5.462502 1.259628 -5.465378 0.0 0.0 0.0 0.37
C -8.367757 -4.077434 4.842575 0.0 0.1 0.0 0.65
Cl -6.808287 -4.823357 4.489310 0.0 0.0 0.0 -0.13
Cl -9.585567 -4.566977 3.663864 0.0 0.0 0.0 -0.13
Cl -8.888664 -4.449487 6.483842 0.0 0.0 0.0 -0.12
H -8.245761 -3.004495 4.765844 0.0 0.0 0.0 -0.26
C -6.272137 7.987901 -6.306285 0.0 0.0 0.0 0.08
Cl -6.112557 9.436007 -7.282743 0.0 0.0 0.0 -0.08
Cl -5.593082 8.239583 -4.686688 0.0 0.2 0.0 -0.13
Cl -7.951254 7.469401 -6.191373 0.0 0.0 0.0 -0.12
H -5.707609 7.193486 -6.776799 0.0 0.0 0.0 0.26
C -7.348487 11.837725 -10.890324 0.0 0.0 0.0 0.03
Cl -8.217453 10.894152 -9.679550 -0.1 0.0 0.0 -0.10
Cl -5.959720 12.650200 -10.165714 0.0 0.0 0.0 -0.12
Cl -6.849412 10.821952 -12.240961 0.0 0.0 0.0 -0.12
H -8.019603 12.596224 -11.270456 0.0 0.0 0.0 0.31

=====

# 5
13
Properties=species:S:1:pos:R:3:forces:R:3:mulliken_charge:R:1 method="wB97M-V/def2-TZVPD" lumo_ev=0.872 gap_ev=9.75 homo_ha=-0.3261 multiplicity=1 de_lowest_kcal_mol=57.8 total_energy_ha=-286.53955 smiles="CC=C=NCO"
C -0.681584 -1.316991 -1.664333 -0.1 -0.1 0.0 -1.00
C 0.526314 -0.465984 -1.353889 0.1 0.1 0.1 -0.38
C 0.054663 0.920494 1.505355 -0.4 0.1 -0.2 -0.29
O 0.203948 1.399355 2.793905 0.3 0.1 0.2 -0.50
C 0.928044 -0.299138 -0.118412 -0.1 0.1 0.2 0.53
N 1.086609 -0.059327 1.077405 -0.1 -0.1 -0.6 -0.47
H -0.503559 -2.007091 -2.493497 0.0 0.1 0.1 0.34
H -0.989612 -1.900110 -0.790931 0.1 0.1 -0.1 0.30
H -1.526642 -0.672783 -1.936210 0.1 -0.1 0.0 0.26
H 1.002745 0.115336 -2.136851 0.0 -0.1 0.1 0.34
H 0.026168 1.730979 0.765210 0.0 0.0 0.1 0.30
H -0.897732 0.389275 1.481340 0.0 0.1 0.1 0.27
H 0.835033 2.125563 2.779163 0.1 -0.1 0.1 0.31

=====

Question: What is the multiplicity in the second record?
Answer: 1